# 1
ORCA calculation (ωB97M-V/def2-TZVPD) on a 2-piece molecular cluster, C10H12NO2 overall.

```
25
Properties=species:S:1:pos:R:3:forces:R:3
C -0.93089 1.28180 -0.95734 0.3908 2.9360 0.0547
C 0.38457 1.74629 -0.80070 -0.4563 1.0061 -1.2659
C -0.25703 -0.60428 0.50332 -2.7843 -0.1248 1.0198
C -1.28847 0.16417 -0.19126 1.4780 -1.7785 -0.4032
C 1.41596 1.02603 -0.16970 -2.3038 0.1094 0.3398
C 1.04623 -0.17201 0.45891 0.3742 -2.5920 0.8432
C -3.82837 1.54683 0.48465 -0.5895 0.5753 0.4071
C 2.78330 1.51693 -0.07225 0.1751 0.8177 0.8170
C 2.11052 -1.10608 1.06136 -1.0221 1.3149 -1.8928
C -4.35551 -1.55199 -0.45728 -3.6326 -2.4710 0.9748
N -2.49292 -0.24245 -0.54086 -1.8759 0.2809 -0.8024
O -3.57539 2.63192 0.33671 -0.0170 0.0105 -0.0212
O -3.08255 -1.22717 0.01497 1.8920 -0.5722 1.3043
H -1.75735 1.95781 -1.45489 1.9427 -1.7431 0.8076
H 0.64174 2.72281 -1.25124 -0.1392 -0.6886 0.2127
H -0.76884 -1.45962 1.12774 1.9652 1.3529 -1.3038
H 3.17079 1.58296 0.95826 -0.2448 -0.7435 -0.2083
H 3.38947 0.83632 -0.65655 0.6425 0.2953 -0.2230
H 2.78535 2.56228 -0.33181 0.4482 0.2000 -0.9831
H 2.59298 -1.69711 0.28031 0.1183 0.1137 0.2397
H 2.76820 -0.58103 1.67562 1.6464 1.0576 0.4849
H 1.62901 -1.69167 1.75337 -1.2201 -2.0050 1.2689
H -4.68539 -0.99096 -1.28239 0.2547 0.7988 -1.2734
H -4.46482 -2.66913 -0.65909 0.9523 1.4410 -0.0227
H -5.22759 -1.44291 0.29566 2.0054 0.4085 -0.3746
```
Positions in Å, forces in eV/Å.

HOMO-LUMO gap (alpha / beta): 7.70 / 7.70 eV
Total charge: +1
ΔE to the lowest compared entry with this formula, charge and spin: 3.932 eV

Charges computed using natural (NBO), reported in e: -0.035 -0.253 -0.100 -0.020 0.189 -0.036 0.497 -0.675 -0.628 -0.302 0.129 -0.476 -0.224 0.271 0.243 0.260 0.261 0.265 0.244 0.241 0.229 0.228 0.221 0.235 0.237

---

# 2
ORCA calculation (ωB97M-V/def2-TZVPD) on C9H28O6 as an isolated structure.

```
43
Properties=species:S:1:pos:R:3:forces:R:3
C -2.28276 1.35630 -1.72718 -0.0047 0.0392 -1.1621
O -1.46997 1.09447 -0.57428 -6.7546 8.2901 -1.9575
H -2.02917 0.77248 -2.61203 0.4587 -0.7184 1.3773
H -3.34618 1.15982 -1.59072 0.0769 0.3778 0.5561
H -2.04738 2.34409 -2.12339 -0.4470 0.3851 0.5260
H -1.67038 1.76105 0.08685 -0.1570 0.1994 0.3083
C -0.95497 1.15265 -4.48159 1.1481 -0.2012 -1.7160
O -0.62610 0.59576 -5.77727 -0.9456 -0.2182 0.4137
H -1.91352 0.74839 -4.15623 0.2881 -0.1111 -0.8001
H -0.16207 0.87593 -3.78673 -0.2649 0.1527 0.2483
H -1.02500 2.23629 -4.57610 -0.0991 0.1236 0.2922
H 0.24520 0.83675 -6.10033 0.0398 0.2813 0.4404
C 0.86508 -0.00323 -1.17242 -0.2668 -0.3247 -0.4817
O -0.23497 -0.43862 -0.38997 6.7793 -3.1142 -3.7524
H 1.19941 0.99208 -0.87970 0.1060 -0.1445 0.2328
H 1.64885 -0.75241 -1.06045 0.0205 0.2386 -0.2470
H 0.68663 0.11661 -2.24101 -0.5883 -0.4838 -0.1670
H -0.83824 0.30335 -0.30543 0.4215 -1.5951 0.5922
C -1.49080 -3.12109 0.33182 0.8241 -0.9517 -0.9228
O -0.65392 -2.12207 0.84684 1.3796 -6.2183 -1.5113
H -0.92587 -4.04301 0.46967 -0.5178 -0.5042 -0.2024
H -2.47434 -3.20251 0.79455 0.1361 0.3241 0.5120
H -1.68440 -2.98897 -0.73270 0.1326 0.0989 -0.2360
H -0.34170 -1.49122 0.19406 0.3751 0.5746 -0.9623
C -1.14764 -0.06319 2.41417 -0.9565 -2.3451 0.4976
O -1.71207 -1.38205 2.47138 -3.7329 3.6580 5.0917
H -1.77079 0.65490 2.94720 -0.1745 -0.0477 0.0703
H -0.14629 -0.04864 2.84453 -1.1603 -0.4005 0.5263
H -0.97496 0.26758 1.39003 -1.6618 -0.2289 0.7143
H -1.26815 -1.95618 1.84295 0.5007 0.7578 0.7844
C 2.83946 -0.52145 2.21542 0.0738 1.0216 -0.4243
C 2.47035 0.53082 1.16972 0.8464 -0.6602 -0.1854
C 1.13325 1.03157 1.64854 1.6215 -0.6688 -1.3327
O 1.25595 0.98243 3.05009 0.4534 0.3526 1.3801
C 2.43973 0.21556 3.47910 -0.2667 0.3370 -1.2164
H 3.88757 -0.80224 2.11174 -0.0477 -0.1290 0.3544
H 2.18340 -1.37930 2.06786 0.1130 -0.2146 0.1103
H 2.46702 0.03728 0.19786 0.4461 0.7942 0.5985
H 3.14387 1.38570 1.23013 0.5326 -0.2019 -0.3141
H 0.35090 0.38117 1.25740 1.6680 0.7016 0.5364
H 0.97157 2.01767 1.21315 -0.1801 0.5803 0.6773
H 2.26860 -0.53909 4.24676 -0.6264 0.6661 0.4279
H 3.13490 1.00460 3.76590 0.4108 -0.4721 0.3225
```
Positions in Å, forces in eV/Å.

HOMO-LUMO gap: 7.95 eV

Charges computed using natural (NBO), reported in e: -0.274 -0.654 0.206 0.201 0.188 0.511 -0.241 -0.736 0.173 0.168 0.171 0.472 -0.255 -0.733 0.172 0.189 0.154 0.451 -0.267 -0.740 0.171 0.186 0.162 0.483 -0.250 -0.795 0.166 0.195 0.093 0.456 -0.435 -0.431 -0.126 -0.550 -0.071 0.216 0.212 0.215 0.193 0.218 0.162 0.197 0.177

---

# 3
ORCA calculation (ωB97M-V/def2-TZVPD) on a single C5H8O2S2 molecule.

```
17
Properties=species:S:1:pos:R:3:forces:R:3
C -2.02377 -0.37206 0.61467 -0.3122 0.7731 0.8362
C 1.47874 0.41912 -0.53809 0.7651 0.9505 -1.6290
C 0.57551 1.70804 -0.76316 2.2297 0.2135 0.5760
C 0.81762 -0.22161 0.64777 -3.1592 0.5958 -2.7007
C -0.71575 0.04935 0.00007 -0.2394 -2.9071 1.6010
O -2.13217 -1.30365 1.37011 -0.2015 -0.3119 1.1229
O -0.75554 1.30126 -0.39434 0.9711 2.3678 -0.7368
S 1.16649 -1.82875 1.19081 1.1980 -1.5870 -0.4397
S -1.24534 -1.24213 -1.32190 1.3252 -0.0180 -1.0462
H -2.92685 0.24459 0.30033 0.8864 -0.3302 0.0778
H 1.30773 -0.18360 -1.43842 0.1451 -0.3234 0.3517
H 2.58555 0.64310 -0.55977 -1.2217 -0.0366 0.5984
H 1.04597 2.48198 -0.01281 -1.5675 -0.8575 -1.6435
H 0.56186 2.02125 -1.84473 0.1786 0.0181 1.3156
H 0.82712 0.36354 1.50101 0.0384 1.7206 1.5237
H 0.01385 -1.92719 1.81164 -0.6900 -0.2218 0.5431
H -0.58102 -2.15323 -0.56318 -0.3462 -0.0458 -0.3506
```
Positions in Å, forces in eV/Å.

HOMO-LUMO gap: 9.75 eV
ΔE to the lowest compared entry with this formula, charge and spin: 1.468 eV

Charges computed using natural (NBO), reported in e: 0.345 -0.454 -0.072 -0.390 0.175 -0.599 -0.514 0.025 -0.067 0.148 0.228 0.235 0.190 0.208 0.220 0.165 0.156

---

Number 1: F_max 4.500 eV/A. Number 2: F_max 10.871 eV/A. Number 3: F_max 4.199 eV/A.